#a
Molecular formula: C6H4N2
Method: DFT, the ωB97M-V functional and the def2-TZVPD basis

Its LUMO energy (spin up / spin down) is -0.80 / -0.80 eV. For the HOMO-LUMO gap (spin up / spin down), the calculation gives 8.1 / 8.1 eV.

Positions of all 12 atoms, in Å:
C (-0.042, 1.025, 0.409)
C (-0.557, -0.300, -0.035)
C (-0.711, -1.379, 0.798)
N (0.237, 1.728, 1.378)
C (-1.374, -0.221, -1.216)
C (1.174, 0.355, -0.506)
C (2.205, 0.294, -1.130)
N (-1.997, -0.141, -2.178)
H (-0.542, 2.011, 1.976)
H (-0.186, -1.433, 1.738)
H (-1.298, -2.222, 0.473)
H (3.093, 0.281, -1.706)

---

#b
Molecular formula: C6H4N2
Method: DFT, the ωB97M-V functional and the def2-TZVPD basis

As for the SMILES: N#C/C=C/C=C/C#N. Its LUMO energy is -1.69 eV. For the HOMO-LUMO gap, the calculation gives 8.1 eV.

Positions of all 12 atoms, in Å:
N (-1.937, -1.018, 3.468)
C (-1.460, -0.739, 2.455)
C (-0.922, -0.433, 1.157)
C (0.416, -0.496, 0.868)
C (1.041, 0.022, -0.335)
C (0.388, 0.604, -1.412)
C (0.927, 0.892, -2.648)
N (1.491, 1.194, -3.591)
H (-1.723, -0.105, 0.535)
H (1.097, -0.851, 1.634)
H (2.058, -0.309, -0.525)
H (-0.651, 0.932, -1.297)

---

Referenced to the most stable arrangement, the calculated values in kcal/mol are #a 105.0; #b 0.0.

---

#a
Molecular formula: C16H17N
Method: DFT, the ωB97M-V functional and the def2-TZVPD basis

As for the SMILES: Cc1c[nH]c2ccccc12.Cc1ccccc1. Its LUMO energy is 0.95 eV. For the HOMO-LUMO gap, the calculation gives 8.7 eV.

Positions of all 34 atoms, in Å:
C (1.660, -2.400, -1.958)
C (1.955, -2.354, -0.494)
C (3.044, -2.863, 0.131)
N (3.092, -2.442, 1.446)
C (1.957, -1.722, 1.710)
C (1.463, -1.339, 2.956)
C (0.318, -0.567, 2.935)
C (-0.362, -0.333, 1.735)
C (0.057, -0.872, 0.525)
C (1.273, -1.567, 0.501)
H (1.602, -1.390, -2.349)
H (0.702, -2.908, -2.117)
H (2.416, -2.983, -2.482)
H (3.875, -3.441, -0.262)
H (3.617, -2.876, 2.184)
H (1.970, -1.694, 3.840)
H (-0.148, -0.167, 3.831)
H (-1.194, 0.360, 1.681)
H (-0.593, -0.690, -0.319)
C (-3.171, 3.774, 0.303)
C (-2.466, 2.885, -0.688)
C (-1.077, 2.728, -0.585)
C (-0.400, 1.911, -1.473)
C (-1.100, 1.218, -2.450)
C (-2.480, 1.318, -2.517)
C (-3.157, 2.171, -1.650)
H (-2.744, 3.718, 1.296)
H (-4.238, 3.556, 0.365)
H (-3.156, 4.806, -0.059)
H (-0.569, 3.204, 0.245)
H (0.664, 1.771, -1.356)
H (-0.557, 0.596, -3.147)
H (-3.062, 0.691, -3.176)
H (-4.226, 2.321, -1.702)

---

#b
Molecular formula: C16H17N
Method: DFT, the ωB97M-V functional and the def2-TZVPD basis

As for the SMILES: Cc1c[nH]c2ccccc12.Cc1ccccc1. Its LUMO energy is 0.79 eV. For the HOMO-LUMO gap, the calculation gives 8.7 eV.

Positions of all 34 atoms, in Å:
C (1.394, -4.729, 0.767)
C (1.178, -3.272, 0.379)
C (0.031, -2.570, 0.489)
N (0.192, -1.247, -0.002)
C (1.453, -1.251, -0.614)
C (2.119, -0.215, -1.280)
C (3.343, -0.482, -1.892)
C (3.984, -1.716, -1.728)
C (3.350, -2.663, -0.951)
C (2.105, -2.461, -0.350)
H (1.933, -5.232, -0.046)
H (0.445, -5.255, 0.766)
H (1.763, -4.731, 1.795)
H (-0.986, -2.824, 0.756)
H (-0.268, -0.454, 0.391)
H (1.591, 0.724, -1.425)
H (3.631, 0.400, -2.451)
H (4.889, -2.012, -2.241)
H (3.976, -3.397, -0.437)
C (-1.803, 1.400, 2.107)
C (-2.261, 2.433, 1.128)
C (-3.074, 2.092, 0.043)
C (-3.303, 2.922, -1.085)
C (-2.865, 4.225, -0.977)
C (-2.221, 4.661, 0.183)
C (-1.864, 3.777, 1.174)
H (-1.452, 0.552, 1.521)
H (-2.527, 1.056, 2.845)
H (-0.959, 1.755, 2.703)
H (-3.277, 1.032, -0.136)
H (-3.899, 2.611, -1.930)
H (-3.152, 4.913, -1.770)
H (-2.124, 5.739, 0.254)
H (-1.341, 4.217, 2.014)

---

Referenced to the most stable arrangement, the calculated values in kcal/mol are #a 0.0; #b 25.9.